(1)
82
Properties=species:S:1:pos:R:3:forces:R:3 method="wB97M-V/def2-TZVPD" energy_ev=-58402.43497 gap_ha=0.3454 total_charge=-1 lumo_ha=0.0977
Cl -0.763579 0.528553 0.417541 -0.468 0.345 0.492
O 0.237214 1.036609 1.323321 0.659 -0.071 -0.216
O -1.861948 1.458244 0.439037 -0.295 0.038 -0.303
O -0.245355 0.410477 -0.925038 0.180 0.062 0.166
O -1.200689 -0.761238 0.890937 0.021 -0.094 -0.047
O 2.951331 -0.121916 0.691949 -0.133 -0.001 -0.220
H 2.888242 -0.970126 0.241412 -0.045 0.032 0.068
H 2.046341 0.236120 0.663143 0.161 0.002 0.227
O -1.714571 -3.022501 -0.818621 0.208 -0.016 -0.173
H -1.629008 -2.284200 -0.198299 0.001 -0.072 -0.103
H -1.073145 -2.808837 -1.526225 -0.369 -0.114 0.139
O -4.341671 2.934127 1.172927 0.193 0.011 0.014
H -4.075557 3.813893 1.456011 0.003 -0.057 -0.027
H -3.506826 2.475905 0.977960 -0.186 -0.009 0.014
C -0.593039 4.629945 4.932809 0.112 0.332 0.240
C -0.551468 3.524093 3.883048 0.468 0.252 0.510
C -1.587254 2.434212 4.142166 -0.459 -0.703 0.281
O -1.524321 1.755163 5.398865 0.376 0.558 0.004
C -0.324789 1.035596 5.548104 -0.092 -0.904 -0.044
N -0.707321 4.128237 2.566165 -0.321 -0.094 -0.375
H -1.537853 5.168555 4.813517 -0.032 0.035 0.278
H 0.213468 5.362452 4.840249 -0.031 -0.084 -0.574
H -0.473970 4.299516 5.967295 -0.453 -0.434 -0.119
H 0.449703 3.086941 3.898544 -0.057 -0.116 -0.092
H -1.517907 1.671300 3.361805 0.055 0.098 -0.280
H -2.605896 2.826859 4.135158 0.039 0.307 -0.240
H 0.562338 1.651415 5.399637 0.066 0.036 0.232
H -0.273260 0.181076 4.858449 -0.020 0.229 -0.244
H -0.336297 0.561188 6.530251 0.102 0.356 0.141
H -1.631975 4.545959 2.483241 0.066 0.048 0.129
H -0.682053 3.410772 1.844132 0.165 -0.039 0.075
C 1.218573 -3.432830 -4.391530 0.560 0.890 -0.412
C 0.967226 -1.987310 -3.935178 -0.039 -0.350 -0.244
C -0.006001 -1.318765 -4.902008 -0.102 -0.322 0.503
O 0.589766 -1.083037 -6.154944 0.377 0.232 0.014
C -0.211701 -0.244055 -6.939761 -0.641 -0.024 -0.263
N 0.339662 -2.017746 -2.627059 -0.429 0.332 0.847
H 1.985560 -3.891556 -3.768326 -0.243 -0.306 0.103
H 1.586631 -3.437899 -5.421364 0.072 0.055 0.063
H 0.268448 -3.962163 -4.395399 0.061 -0.207 0.355
H 1.876296 -1.375938 -3.869384 0.172 -0.242 -0.517
H -0.357512 -0.391380 -4.431610 -0.055 0.119 -0.228
H -0.863428 -1.991664 -5.033907 -0.167 0.117 0.114
H 0.289342 0.026081 -7.867331 0.367 0.001 0.189
H -0.498629 0.656367 -6.386450 0.127 0.116 -0.067
H -1.145696 -0.738375 -7.247374 -0.003 -0.100 0.181
H 0.057499 -1.089888 -2.314288 -0.128 0.046 -0.278
H 0.978612 -2.279788 -1.880662 0.212 -0.345 -0.356
C -0.872695 -3.792840 3.544775 0.368 -0.189 -0.556
C -1.906152 -2.721597 3.851799 0.312 0.152 0.144
C -3.343539 -3.199606 3.646633 -0.128 -0.575 -0.087
O -3.734837 -3.646719 2.366339 0.260 0.193 0.192
C -4.079381 -2.571155 1.520840 -0.122 -0.169 -0.748
N -1.756525 -2.290559 5.259664 -0.690 -0.457 0.250
H 0.132328 -3.379016 3.639210 -0.032 0.061 0.126
H -0.954802 -4.151371 2.515647 -0.198 0.180 -0.036
H -0.911488 -4.695663 4.161288 -0.313 0.189 0.313
H -1.650713 -1.854510 3.238494 -0.264 0.001 -0.135
H -4.053236 -2.432833 3.977508 0.049 0.120 0.177
H -3.441688 -4.080370 4.292051 -0.189 0.055 0.123
H -3.248542 -1.880273 1.367535 -0.122 0.111 0.153
H -4.977648 -2.043894 1.861949 0.128 0.119 0.328
H -4.334964 -2.994725 0.549852 0.166 -0.066 -0.007
H -2.505800 -1.630868 5.477188 0.305 0.293 -0.210
H -2.052184 -3.092056 5.827317 0.430 0.039 -0.010
C 1.562449 2.004347 -3.964889 0.136 -0.558 0.890
C 3.025140 2.219528 -3.585988 0.174 0.722 -1.235
C 3.624288 1.081692 -2.795470 -0.283 0.378 0.281
O 4.959505 1.464122 -2.499474 0.128 -0.333 -0.412
C 5.671898 0.429399 -1.881190 0.307 -0.227 0.710
N 3.775287 2.379446 -4.863820 0.997 0.018 0.340
H 1.484315 1.080160 -4.542632 0.135 0.061 -0.158
H 1.150823 2.810505 -4.567437 0.053 0.157 0.089
H 0.958111 1.845396 -3.065746 -0.107 0.258 -0.082
H 3.245616 3.126329 -3.007473 -0.746 -0.070 0.327
H 3.546557 0.140792 -3.354560 0.344 0.006 -0.115
H 3.091548 0.959569 -1.844873 -0.152 -0.057 -0.060
H 5.855623 -0.432860 -2.530538 -0.200 0.021 -0.206
H 5.160143 0.089303 -0.973080 -0.122 -0.062 -0.074
H 6.645785 0.796261 -1.554112 -0.034 0.234 -0.177
H 3.530956 3.249030 -5.330413 -0.515 -0.113 0.103
H 4.740254 2.576599 -4.579292 -0.132 -0.433 -0.192

=====

(2)
78
Properties=species:S:1:pos:R:3:forces:R:3 method="wB97M-V/def2-TZVPD" energy_ev=-40852.24234 gap_ha=0.3140 total_charge=0 lumo_ha=-0.0294
N -21.239180 0.115120 -14.204940 -0.863 0.135 -0.287
H -20.577530 0.767220 -14.601270 1.367 0.990 -0.805
H -21.964570 -0.023100 -14.894000 -0.230 -0.174 -0.489
H -21.677760 0.594970 -13.431970 0.068 -0.257 0.762
H -20.756620 -0.752260 -14.018150 0.048 -0.250 0.511
N -18.062890 1.900950 -15.180890 2.222 0.249 0.283
O -19.145570 1.386500 -15.444980 -2.553 -1.630 -0.451
O -17.020690 1.224970 -15.333020 -0.616 0.660 0.161
O -18.071060 3.067050 -14.807990 0.608 0.637 0.315
C -20.949270 3.470350 -17.200090 1.373 0.834 0.902
O -21.537650 2.233000 -16.892040 -0.676 -0.368 -0.300
H -20.454440 3.511500 -18.170420 -0.609 -0.054 -0.398
H -21.602210 4.324230 -17.019370 -0.375 -0.324 -0.333
H -20.114700 3.608600 -16.512720 0.216 0.235 0.295
H -20.969430 1.610120 -17.351110 -0.181 -0.479 -0.234
C -15.700430 5.843930 -11.405540 0.114 0.818 2.141
C -16.285560 5.221580 -12.600430 1.579 2.180 -1.314
C -15.396110 4.208210 -13.271990 -0.090 -0.110 -0.205
O -17.553800 4.768190 -12.412250 -1.558 -1.003 0.241
H -15.578460 5.184230 -10.546460 0.883 -0.587 -0.283
H -16.305140 6.585700 -10.883810 -0.779 0.301 -0.684
H -14.831390 6.433570 -11.697440 0.452 -0.546 0.275
H -16.319920 6.059420 -13.296810 -0.189 0.470 -0.494
H -14.343830 4.483900 -13.202770 0.030 -0.412 0.492
H -15.580510 4.185190 -14.346030 -0.336 -0.241 -0.002
H -15.707990 3.262560 -12.828620 0.833 -0.416 -0.103
H -17.669570 4.252030 -13.213360 -0.942 -0.534 -0.115
C -16.602490 -2.501430 -15.364740 -0.210 0.383 -0.787
C -16.126900 -3.200430 -14.125240 -0.215 -1.432 -0.353
C -14.581130 -3.226500 -14.071270 -0.543 -0.170 -0.116
O -16.733150 -2.603880 -12.988310 0.824 0.601 -0.057
H -16.170310 -2.883030 -16.289790 0.323 -0.107 0.091
H -16.355470 -1.442420 -15.290020 -0.053 0.199 -0.130
H -17.677440 -2.586260 -15.524030 -0.107 0.077 0.341
H -16.598340 -4.182430 -14.086160 0.607 -0.467 -0.313
H -14.129120 -3.595630 -14.991880 -0.343 -0.152 -0.204
H -14.178710 -3.860240 -13.280990 -0.147 0.318 0.248
H -14.228370 -2.197530 -14.001470 0.121 0.102 0.415
H -16.263840 -1.766770 -13.012610 -0.313 0.746 0.837
C -17.932460 6.114440 -16.232870 0.805 -0.345 -0.496
C -17.883090 7.619890 -16.144570 1.452 1.631 0.087
C -16.443970 8.191020 -15.760080 -0.904 -1.256 0.557
O -18.173280 8.336540 -17.343700 -0.605 -0.872 -1.096
H -17.829850 5.709160 -15.226240 -0.359 0.044 0.109
H -17.078140 5.681020 -16.752860 0.169 0.220 -0.300
H -18.810310 5.697360 -16.726350 -0.241 0.290 0.220
H -18.691410 7.897130 -15.467920 0.363 0.229 0.702
H -16.370880 9.261120 -15.954090 -0.219 0.068 0.344
H -15.654030 7.733310 -16.355570 -0.272 -0.219 -0.326
H -16.176860 7.954320 -14.730170 -0.082 0.283 0.178
H -17.863800 9.238000 -17.228850 -0.078 -0.092 0.019
C -18.157340 -0.333160 -20.061240 -0.161 0.431 0.409
C -18.098740 0.571780 -18.786620 0.287 -0.720 0.214
C -17.878610 2.012170 -19.098950 -0.039 0.557 -0.337
O -19.308940 0.404970 -18.042170 -1.109 -0.554 -1.026
H -18.060630 -1.396860 -19.843790 0.017 0.089 0.168
H -17.436500 -0.072740 -20.836270 0.566 0.128 0.463
H -19.083190 -0.198000 -20.620370 -0.444 0.099 0.472
H -17.309300 0.307060 -18.083180 0.395 -0.631 -0.317
H -18.679460 2.303620 -19.778510 0.114 0.538 -0.057
H -16.894850 2.204650 -19.527040 -0.071 -0.176 -0.351
H -17.880300 2.610620 -18.187930 -0.348 0.067 0.092
H -19.310790 0.885100 -17.210850 0.953 0.046 0.442
C -21.428600 3.882290 -13.542440 -1.435 -0.299 0.158
C -21.407820 5.305160 -13.001880 -0.061 0.063 -0.646
C -21.036610 6.325920 -14.038180 0.757 -1.012 -0.830
O -22.676200 5.677490 -12.512250 -0.470 -0.337 1.522
H -22.322400 3.745910 -14.151230 0.274 0.492 -1.248
H -21.832330 3.222040 -12.774870 0.953 -0.232 0.879
H -20.509900 3.535340 -14.015440 -0.099 -0.022 0.055
H -20.665790 5.313150 -12.203490 -0.329 0.338 0.385
H -20.130140 5.945170 -14.508760 0.588 0.686 0.160
H -20.975740 7.332440 -13.624290 0.142 -0.131 -0.232
H -21.722790 6.245280 -14.881240 -0.538 0.395 0.079
H -23.293410 5.873910 -13.220830 0.268 -0.048 -0.296
O -14.261540 0.717390 -14.742620 0.518 -0.158 0.278
H -15.168320 1.015270 -14.815050 -0.539 0.313 -0.098
H -14.216120 -0.053180 -15.308650 0.043 -0.125 -0.188

=====

(3)
77
Properties=species:S:1:pos:R:3:forces:R:3 method="wB97M-V/def2-TZVPD" energy_ev=-38804.86046 smiles="NC(N)=O.CCO.CCO.CCO.CCO.CCO.CCO.CCO.CO" gap_ha=0.3438 total_charge=0 lumo_ha=0.0112
N -0.329195 -0.999195 3.402922 -8.916 -1.823 2.998
C 0.502805 -0.422195 2.653922 0.517 8.043 -3.106
N 1.570805 -1.076195 2.744922 8.819 0.172 -2.933
O 0.316805 0.801805 2.011922 0.844 -6.002 2.625
H -1.237195 -0.808195 2.962922 -0.864 -0.011 0.968
H -0.317195 -1.848195 4.010922 0.821 1.440 -0.996
H 2.446805 -0.590195 2.341922 -1.478 -1.584 1.295
H 1.656805 -2.003195 3.119922 -0.091 0.125 0.020
C 2.973805 0.622805 -0.017078 -1.224 -1.266 3.262
C 4.188805 0.055805 0.797922 1.966 2.016 -0.390
O 4.031805 -0.123195 2.232922 0.721 -0.236 -0.360
H 3.175805 0.541805 -1.060078 0.294 0.360 -0.695
H 2.622805 1.625805 0.379922 0.893 -1.035 -0.756
H 2.092805 -0.031195 0.213922 0.512 0.526 -0.485
H 4.924805 0.906805 0.728922 -0.195 -0.935 -0.214
H 4.712805 -0.854195 0.421922 -0.884 0.547 -0.297
H 4.897805 -0.460195 2.575922 -1.258 0.491 -0.457
C 2.779805 -2.271195 -1.788078 -0.224 -0.810 1.125
C 2.483805 -2.914195 -0.357078 0.604 -0.443 -1.227
O 1.176805 -3.487195 -0.452078 -0.133 0.019 -0.316
H 2.436805 -2.988195 -2.511078 0.230 -0.667 -0.405
H 3.809805 -1.954195 -2.042078 -0.446 -0.327 0.585
H 2.106805 -1.452195 -1.981078 -0.119 0.537 0.388
H 2.586805 -2.185195 0.417922 -0.476 0.813 0.519
H 3.232805 -3.672195 -0.049078 -0.255 0.019 -0.679
H 0.780805 -3.906195 0.346922 1.015 0.829 -0.209
C 1.260805 1.121805 -3.248078 -0.062 1.924 0.327
C 2.262805 2.219805 -3.646078 0.945 -1.833 -0.481
O 1.874805 3.530805 -3.418078 -0.706 1.103 0.357
H 1.695805 0.152805 -3.305078 0.381 -0.760 -0.839
H 0.338805 1.256805 -3.813078 0.017 -0.400 -0.019
H 1.022805 1.183805 -2.199078 -0.291 0.414 0.459
H 2.476805 2.129805 -4.698078 0.002 -0.346 -0.689
H 3.222805 2.046805 -3.164078 0.206 -0.230 0.392
H 2.461805 4.102805 -3.927078 -0.272 0.010 0.252
C -4.036195 0.997805 -1.804078 0.478 -2.702 -1.451
C -3.221195 2.169805 -2.169078 1.870 0.209 -2.301
O -4.058195 3.110805 -2.848078 0.233 0.457 0.339
H -4.585195 1.024805 -0.912078 -1.340 0.967 1.004
H -3.436195 0.077805 -1.560078 0.004 0.784 -0.750
H -4.672195 0.736805 -2.687078 0.284 0.120 0.878
H -2.354195 1.910805 -2.931078 -1.498 0.023 1.523
H -2.723195 2.645805 -1.350078 0.265 0.217 0.710
H -3.521195 3.915805 -2.896078 -0.380 -0.136 -0.134
C -1.379195 -5.271195 1.716922 1.986 -0.149 -1.318
C -1.440195 -3.899195 2.235922 1.521 -0.438 1.578
O -0.310195 -3.259195 1.736922 1.827 1.069 0.525
H -0.383195 -5.733195 1.966922 -0.950 0.422 0.319
H -1.253195 -5.112195 0.636922 -0.895 -0.818 -0.114
H -2.158195 -5.890195 2.075922 -0.896 -0.726 -0.223
H -1.438195 -3.943195 3.307922 0.301 0.043 1.130
H -2.208195 -3.260195 2.019922 -2.874 0.868 -1.092
H -0.219195 -2.371195 2.167922 -0.347 -1.143 -0.869
C -2.969195 1.463805 2.667922 -1.766 1.988 0.296
C -3.262195 0.597805 1.429922 0.986 -1.328 3.569
O -2.496195 -0.624195 1.683922 -1.209 0.484 -0.776
H -3.568195 2.420805 2.585922 0.843 -0.559 -0.230
H -1.934195 1.716805 2.917922 -0.016 -0.247 -0.791
H -3.402195 1.117805 3.626922 0.100 -0.778 -0.680
H -2.900195 0.933805 0.505922 0.313 1.277 -1.050
H -4.321195 0.348805 1.373922 -0.108 0.111 -0.089
H -2.239195 -0.860195 0.780922 0.542 -1.074 0.452
C -0.820195 3.913805 0.606922 -0.415 0.651 1.933
C 0.249805 3.208805 -0.254078 1.234 2.311 1.137
O -0.153195 3.440805 -1.544078 -1.183 -0.676 -2.240
H -0.973195 5.054805 0.395922 0.287 -2.316 -0.150
H -0.583195 3.880805 1.682922 0.728 0.123 -0.217
H -1.799195 3.386805 0.749922 0.550 0.355 -1.221
H 0.541805 2.176805 0.012922 -0.848 0.193 0.027
H 1.214805 3.805805 -0.225078 -0.624 -0.556 1.044
H 0.606805 3.450805 -2.134078 -0.043 0.152 -0.138
C -0.733195 -0.584195 -1.009078 2.411 -0.416 -2.237
O -1.189195 -1.697195 -0.343078 -1.347 -0.341 0.609
H 0.389805 -0.639195 -1.089078 -0.940 0.212 0.105
H -0.933195 0.341805 -0.521078 -0.526 0.718 0.430
H -1.091195 -0.636195 -2.054078 -0.050 0.594 0.318
H -0.480195 -2.323195 -0.245078 0.600 -0.625 0.124

=====

Calculated relative energy (zero: lowest compared OMol25 entry of this formula, charge and spin), 0.0, 257.4, 455.0 kJ/mol (same order as the records).